DFT (wB97M-V/def2-TZVPD) results for C31H45BrN2P2Zn as an isolated structure in a non-equilibrium geometry.

```
! wB97M-V def2-TZVPD RIJCOSX def2/J DEFGRID3
* xyz 2 1
C -0.1145 -1.9740 0.2246
H 3.9705 3.4764 -2.2442
H 2.4097 2.6577 0.2590
H -6.7464 -4.5534 -5.0095
H -2.3988 -3.6395 6.4456
H -1.8356 3.5803 -1.3834
H 3.7584 0.1719 -4.1964
H 1.9469 4.8947 3.2859
H 2.2701 1.2714 -4.2023
H 4.6180 0.8972 0.4134
C -2.4422 -1.3401 -2.6615
H -3.1039 -1.5101 -6.1983
H 0.0770 2.4912 -0.6736
C -5.9367 -3.8579 -5.2204
C 1.2112 4.5410 2.5423
H 0.9684 -2.8116 2.4696
C -0.8270 -1.3800 5.5276
H -1.3569 3.9226 3.8151
H 1.7077 2.7538 -1.3863
H -2.0136 4.3193 2.2020
C -0.7061 -2.7728 5.4070
H 3.0664 4.5794 -1.2026
H -0.3589 -2.7714 -3.5777
C 3.6111 3.6215 -1.2224
H -1.5842 1.4896 3.3851
C -1.3007 -3.6971 6.4354
C -0.2739 -2.5942 -2.4997
H 6.1787 0.1554 -1.1866
H 2.1654 -0.4332 -4.7024
C 2.2908 -0.2294 -2.6180
C -1.2951 -1.8677 -1.9219
N -5.7502 -3.6176 -6.5233
H -2.1910 -1.4258 0.0494
H -2.4269 1.7686 1.8733
C 5.4856 -0.6074 -0.8309
H -0.9484 -3.4577 7.4526
H 2.6412 -1.2663 -2.4503
H 5.2597 -1.2925 -1.6415
P 2.6013 0.6374 -0.9185
N 0.2838 -1.0682 3.3992
C -1.6506 2.1840 2.5337
H 0.1345 -4.3731 4.1712
C 2.6222 2.4883 -0.8266
H 1.6147 4.7633 1.5396
C -4.1256 -2.3908 -4.4570
H 3.8860 -0.7177 0.5661
C -2.0198 3.5801 3.0109
C -3.9160 -2.1542 -5.8454
C -0.2787 -0.5772 4.5101
H 0.2787 5.0989 2.7096
H -5.4052 -3.6257 -3.1412
C -5.1784 -3.3139 -4.1642
H 4.4496 3.7270 -0.5211
C 0.4564 -2.3959 3.3372
C -1.8228 3.2641 -0.3250
Br 2.4573 -3.2636 0.5097
H -3.0430 3.5531 3.4185
H -1.0207 -4.7328 6.2011
C -0.0194 -3.2907 4.3021
H -2.4294 2.3475 -0.2673
C 0.8144 -3.0221 -1.7252
H 0.1484 4.0006 0.2205
C -1.2587 -1.5787 -0.5229
P -0.0725 1.9902 1.6394
H -1.3260 -0.8980 6.3682
C 1.0301 3.0327 2.7705
H -4.5962 -2.5841 -7.8601
C -3.2910 -1.7688 -3.4991
C -0.3978 3.0533 0.1489
H -2.3266 4.0468 0.2501
C 0.9303 -2.7173 -0.3514
H 0.1084 -1.4407 1.1468
H 1.6108 -3.5314 -2.2486
H 1.1675 -0.2984 -2.5565
H -0.3158 0.5155 4.5755
C 2.6713 0.2615 -4.0204
H 2.0146 2.5131 2.7238
C -4.7489 -2.7697 -6.7971
C 4.2709 0.0166 -0.1576
H 6.0499 -1.1774 -0.0986
Zn -1.0050 0.2702 -1.7734
H 0.6214 2.8538 3.7901
*
```

The value obtained for the total energy is -172873.4626 eV. As for the HOMO-LUMO gap (spin up / spin down): 6.10 / 4.30 eV. As for the energy above the lowest of the compared OMol25 structures with the same formula, charge and spin: 196.2 kJ/mol. Its highest occupied orbital energy (spin up / spin down) is -13.8982 / -13.1441 eV.

Results of the Löwdin charge analysis, in e, for atoms 1 through 5:
1. C -0.0848
2. H 0.0735
3. H 0.0483
4. H 0.1194
5. H 0.0943

=====

DFT (wB97M-V/def2-TZVPD) results for a 3-piece molecular cluster, C14H37N3O4 overall in a non-equilibrium geometry.

```
! wB97M-V def2-TZVPD RIJCOSX def2/J DEFGRID3
* xyz 1 2
H 1.4375 1.6629 1.3852
C 3.5861 -3.7881 1.1098
H 0.8157 -0.7060 1.2532
C 1.5932 -0.6644 0.4904
H -4.1728 -3.3010 1.3335
C -3.4816 -1.3414 1.0609
H -2.7104 -1.5009 -0.8537
H 1.0547 1.6809 -1.2789
H -1.5554 -0.9577 0.2738
C -1.3689 0.8277 -2.1695
H 5.7679 1.2124 3.8020
C 0.7867 0.9473 -3.6191
H -3.1143 3.2275 1.2127
H -0.6357 2.3812 -3.5542
H 2.8144 -4.2907 1.6928
H 3.7024 -4.1541 0.0897
H 4.9305 -0.2177 4.1877
N -4.4283 -2.3877 0.9858
O -3.2986 1.1061 1.1564
H 1.3469 0.3099 -2.9350
H -3.4062 2.6081 -0.3101
H -5.2205 -2.1265 1.5553
C 5.4652 0.2600 3.3667
C 2.4940 1.3945 1.3817
H 3.2301 1.9205 3.1945
C -2.3428 -1.7016 0.1526
H 1.2224 2.9347 -2.3692
H -2.0499 1.2609 -1.4369
H -0.9681 -0.0006 -1.5852
H -4.0508 1.5182 -2.6859
C -0.2923 1.6725 -2.8006
H -1.9664 -2.7219 0.2253
H -3.0664 -1.2687 2.0661
H 3.5936 0.0515 0.5547
O -2.3513 0.3328 -3.0376
H 4.5884 -3.7401 1.5355
H -4.1559 0.8320 -4.1115
O 4.5888 0.5773 2.2263
N 0.5733 2.3505 -1.8619
H 3.1768 2.1815 1.0617
H -2.8210 2.0336 -3.9788
C -4.1368 -0.0234 0.7852
H -4.6906 2.6662 1.0463
C -3.3618 1.2295 -3.4796
H 0.9394 -0.5426 -0.3732
N 2.6457 0.3722 0.4176
C 2.0491 -2.1562 0.2463
O 3.1350 -2.4015 1.1012
H 1.2541 -2.8972 0.3289
C -3.6752 2.4268 0.7305
H 2.2768 -2.2063 -0.8185
C 3.1913 1.0008 2.6108
H 2.6921 0.1814 3.1280
H -4.4938 0.1458 -0.2307
H 6.2354 -0.3914 2.9538
H 1.4263 1.6856 -4.1029
H 0.2661 0.5040 -4.4679
H -5.0640 -0.0090 1.3581
*
```

The value obtained for the total energy is -27764.8511 eV. As for the HOMO-LUMO gap (spin up / spin down): 9.21 / 3.81 eV. Its highest occupied orbital energy (spin up / spin down) is -11.3353 / -11.3351 eV.

Results of the natural (NBO) charge analysis, in e, for atoms 1 through 5:
1. H 0.2561
2. C -0.2516
3. H 0.2725
4. C -0.3417
5. H 0.3707